(1)
A cluster of 6 separate species, C43H73N7O7 in total in a non-equilibrium geometry, computed with wB97M-V/def2-TZVPD.

Cartesian coordinates (Å):
H  0.572  0.675  -7.274
N  3.595  1.491  -6.263
H  -1.708  -0.166  4.243
H  5.045  -0.214  -5.278
H  1.522  2.230  -8.788
H  -5.176  0.318  5.880
H  0.263  -2.527  3.627
H  3.971  -0.633  -4.043
O  3.273  -1.620  1.337
H  -1.214  -0.472  0.928
H  -2.481  1.395  3.831
C  -4.209  0.647  5.476
C  1.772  3.243  -6.527
C  -2.532  0.317  3.713
C  1.451  0.353  -7.831
C  3.304  -4.892  -1.880
H  0.669  1.005  1.472
H  1.840  -3.451  -2.326
C  2.601  4.884  0.065
H  2.574  -3.977  2.014
H  1.965  3.572  -5.504
C  1.601  -0.451  0.079
C  -0.280  -2.510  0.883
C  0.242  3.673  0.870
H  0.870  2.640  -6.385
N  1.817  -4.625  5.149
C  -0.358  5.675  2.249
H  3.189  -0.866  -7.563
H  -2.394  0.031  2.673
C  -4.780  -2.580  2.702
C  1.745  5.544  0.918
H  -2.660  -2.331  3.008
O  4.108  -5.312  -1.074
C  -4.143  3.876  3.123
H  -4.610  -1.206  0.119
H  0.255  -0.915  2.944
C  0.839  -1.839  3.005
C  3.897  3.313  -7.825
H  3.590  5.239  -0.197
O  -1.170  1.770  1.081
O  -5.555  1.043  3.087
C  2.644  -0.208  -0.998
C  4.049  -0.637  -5.135
H  -4.447  -3.156  1.827
H  -4.528  5.690  4.258
N  2.580  -3.741  -1.715
H  -5.601  -3.152  3.134
C  -3.529  -2.617  3.602
C  -3.743  -1.650  4.751
C  2.260  1.573  -8.309
H  3.982  -1.638  -5.549
C  -3.167  3.175  2.421
H  -0.142  0.573  -0.457
H  2.176  -4.939  7.573
H  -3.301  -0.965  1.177
C  2.381  -0.469  -6.946
H  -3.398  2.175  2.081
C  -5.193  -1.184  2.243
O  -0.058  6.759  2.685
H  2.721  -4.357  5.496
H  -3.389  -3.603  4.046
H  -6.762  -1.956  1.061
H  5.070  2.086  -5.279
C  -1.946  3.742  2.123
C  1.046  -2.420  1.587
C  0.841  -4.979  6.073
C  1.522  -3.879  1.735
H  1.757  -1.597  3.547
H  2.013  1.645  0.543
N  1.996  -1.689  0.779
H  0.874  1.996  -0.304
H  -6.385  1.071  3.575
C  -3.901  5.175  3.544
N  3.065  -5.543  -3.082
H  1.482  -4.337  0.746
H  4.721  2.758  -8.274
H  2.856  3.099  -1.169
C  2.867  2.375  -7.162
C  0.199  -0.462  -0.552
H  0.918  -4.429  2.453
C  -0.864  -1.252  0.254
H  -1.665  -1.633  -0.376
C  0.575  4.933  1.350
C  -3.885  -0.220  4.252
H  1.807  -1.306  -6.530
O  -0.333  -4.972  5.777
H  0.241  -0.574  -1.640
H  -6.963  -0.255  1.402
H  1.558  4.094  -7.168
H  -7.294  -1.511  2.685
H  1.743  -0.418  -4.213
H  2.137  1.273  -3.982
H  -4.382  0.377  0.894
C  2.251  3.633  -0.446
C  -2.621  5.696  3.325
H  4.277  4.008  -7.076
H  3.540  -6.419  -3.182
H  1.411  -4.189  4.341
H  2.734  -1.110  -1.628
C  -6.669  -1.202  1.849
H  -0.157  -3.169  0.008
H  -2.932  -1.708  5.487
H  3.422  3.865  -8.638
H  0.750  -5.973  7.866
H  3.197  -1.106  2.157
H  2.290  0.570  1.936
O  4.130  2.266  -5.183
C  1.656  0.760  1.069
H  -5.079  3.329  3.133
H  0.913  0.775  -5.263
H  -2.471  6.627  3.861
H  3.666  -0.015  -0.691
H  -4.245  1.717  5.283
C  -4.351  -0.699  1.058
H  2.325  -5.249  -3.690
C  -0.982  2.946  1.296
H  2.702  -3.274  -0.827
H  -1.065  -3.067  1.401
H  2.960  1.295  -9.095
H  2.300  0.433  -1.818
C  -1.652  5.035  2.594
H  -3.501  0.440  6.280
C  2.963  0.270  -5.737
C  1.079  3.024  -0.037
H  -4.623  -1.908  5.350
H  1.158  -0.190  -8.728
C  1.826  0.545  -4.727
N  -5.022  -0.230  3.358
N  1.351  -5.428  7.281
H  1.961  6.540  1.281

The value obtained for the calculated total energy is -70535.123 eV. Its SMILES is O=C1c2ccccc2C(=O)c2ccccc21.CC1(C)CCCC(C)(C)N1O.CC1(C)CCCC(C)(C)N1O.CC1(C)CCCC(C)(C)N1O.NC(N)=O.NC(N)=O. The multiplicity is 1. The lowest unoccupied orbital energy comes out at -1.1 eV. The value obtained for the HOMO-LUMO gap is 7.064 eV.


(2)
A cluster of 5 separate species, C8H22O4 in total in a non-equilibrium geometry, computed with wB97M-V/def2-TZVPD.

Cartesian coordinates (Å):
O  -1.732  -1.594  3.020
H  2.229  -1.143  -0.584
C  0.986  0.277  0.458
H  -1.542  -1.928  2.129
C  1.959  0.654  -1.781
C  1.106  1.379  -2.492
H  0.765  -1.096  -1.304
O  -1.781  -2.834  0.169
O  -1.000  2.392  3.215
H  0.059  1.069  -2.473
H  -1.350  -4.173  -1.300
O  -0.615  -3.779  -1.764
H  -0.747  0.115  1.670
H  -1.039  -0.481  0.215
H  -0.434  2.616  0.234
H  -1.464  1.835  -0.810
H  -0.214  2.349  2.651
C  1.864  0.669  1.366
H  -2.247  -3.477  0.738
C  1.445  -0.398  -0.814
H  2.939  0.566  1.214
H  -1.645  2.680  2.558
H  -2.550  -2.235  0.144
C  -0.516  0.382  0.631
C  -1.095  1.743  0.197
H  1.552  1.052  2.334
H  0.175  -3.870  -1.226
H  0.507  3.183  -3.467
C  1.400  2.561  -3.363
H  2.153  3.221  -2.957
H  -2.104  -2.368  3.446
H  -1.868  1.743  0.976
H  3.010  0.814  -1.825
H  1.650  2.182  -4.356

The value obtained for the calculated total energy is -16840.240 eV. Its SMILES is C=C(CC)C/C=C/C.O.O.O.O. The multiplicity is 1. The lowest unoccupied orbital energy comes out at 0.0 eV. The value obtained for the HOMO-LUMO gap is 8.790 eV.


(3)
A structure of composition C40H31MnO3P2S3 in a non-equilibrium geometry, computed with wB97M-V/def2-TZVPD.

Cartesian coordinates (Å):
C  2.413  -0.794  6.220
C  -0.268  -0.431  1.425
C  -1.425  -4.555  2.336
C  -4.517  2.298  2.666
C  -1.531  3.621  -3.821
H  1.038  -6.232  0.735
C  1.657  -1.227  3.593
H  -2.416  -4.710  2.739
Mn  -0.811  -0.618  -0.499
H  -2.698  -0.781  1.206
P  1.127  -1.413  1.857
O  -0.449  -0.138  -2.260
C  -5.629  1.748  -1.705
S  0.138  2.718  1.534
C  1.102  -4.154  1.249
C  0.517  -5.409  1.207
H  -0.999  2.064  -0.379
C  -3.346  1.572  -2.455
C  -1.175  4.145  -1.512
H  -1.665  -0.478  6.834
H  -5.030  3.161  3.067
H  1.615  -2.744  6.608
H  0.950  -3.136  4.274
H  -1.161  5.199  -5.205
H  -5.154  -0.667  1.174
H  -7.143  1.414  -3.186
C  -0.764  5.811  -3.195
O  -1.674  1.461  -0.766
H  -1.824  2.928  -4.592
H  2.691  -0.620  7.250
C  -1.511  3.212  -2.490
H  -0.481  1.392  7.931
H  0.689  2.900  4.107
S  -1.361  -3.851  -1.214
C  2.671  0.173  5.259
C  1.423  -2.205  4.552
C  -4.595  0.150  1.605
C  -5.164  1.160  -3.973
C  -1.146  0.159  4.865
C  -1.535  -2.382  -0.654
H  -1.664  -0.648  4.367
H  -3.100  0.991  -4.504
C  1.801  -1.983  5.862
C  -0.477  1.310  6.855
H  2.492  0.699  3.182
C  -6.083  1.436  -2.975
H  -0.454  6.809  -3.471
P  -0.632  1.064  2.278
C  -0.487  1.116  4.102
H  2.080  -3.968  0.819
C  -3.135  2.242  2.688
C  -0.741  -5.609  1.751
H  0.688  3.090  6.574
C  0.183  2.163  4.717
C  -4.273  1.820  -1.448
C  0.184  2.262  6.095
O  -0.854  0.890  -4.190
H  -1.195  -6.588  1.716
H  -6.328  1.289  2.129
C  -0.962  0.749  -2.987
C  0.420  -3.100  1.838
C  -3.804  1.222  -3.719
C  -1.154  4.905  -4.166
H  3.155  1.098  5.544
C  -3.214  0.089  1.628
H  -1.359  -2.471  2.844
C  -0.845  -3.305  2.384
H  -6.321  1.954  -0.902
H  -3.932  2.083  -0.457
C  -2.476  1.130  2.176
C  -1.138  0.258  6.241
S  2.614  -1.244  0.595
H  -5.508  0.897  -4.964
C  -5.248  1.250  2.133
H  -2.555  3.063  3.092
C  2.296  -0.044  3.947
H  -0.513  6.122  -1.089
C  -0.792  5.427  -1.868
C  -1.871  1.781  -2.147
H  -1.222  3.909  -0.458

The value obtained for the calculated total energy is -130531.863 eV. As for the charge: -1. The multiplicity is 6. The lowest unoccupied orbital energy (alpha / beta) comes out at 1.7 / 1.2 eV. The value obtained for the HOMO-LUMO gap (alpha / beta) is 5.670 / 5.389 eV.